Molecular formula: C2H3ClS
Method: DFT, ωB97M-V with the def2-TZVPD basis set

Geometry as XYZ:
```
7
Properties=species:S:1:pos:R:3:forces:R:3
C -0.471 -0.897 0.464 4.3 4.5 0.3
C -0.001 0.098 -0.356 -1.3 -0.6 -0.6
S 1.188 1.478 -0.552 -0.9 -1.6 1.4
Cl -0.895 0.218 -1.880 -0.1 -0.3 -0.4
H -1.184 -1.518 0.104 -2.1 -1.7 -0.7
H -0.012 -0.954 1.448 -0.3 -0.4 -0.1
H 1.374 1.575 0.771 0.4 0.2 0.1
```
Positions in Å, forces in eV/Å.

Values from the calculation:
- Highest occupied orbital energy: -9.2382 eV
- Gap between HOMO and LUMO: 9.91 eV
- LUMO energy: 0.7 eV
- Energy relative to the best compared isomer or geometry (same formula, charge and spin): 0.6936 eV
- Strongest force on any atom: 6.2 eV/A